[1]
The molecule C26H22ClN3O5 in a non-equilibrium geometry, computed with ωB97M-V/def2-TZVPD.

CARTESIAN COORDINATES (ANGSTROEM)
H 3.38575 -0.80436 -2.04469
C -0.29585 -1.12854 2.76161
C 4.16032 -2.06225 -0.66947
H 3.44395 1.54415 2.63133
C 0.53290 -1.72022 0.13503
N -1.25616 1.36792 -0.44636
C 2.74476 -2.48833 -0.43622
N -0.32983 -0.61354 0.36712
Cl -6.93167 0.57476 -1.47936
C -2.22762 1.38332 0.62727
C 1.85899 -1.45489 -0.15566
C -5.54700 0.01768 -0.60826
H -1.43914 1.90827 -1.27805
C 2.67124 2.65644 -0.48483
H 0.62616 -5.08588 -0.05399
C 4.41101 1.05176 -0.60234
H 1.19648 5.05583 0.44634
C -0.40210 0.32024 -0.64650
H -4.55761 1.91237 -0.69422
C -4.50334 0.88936 -0.35435
C -3.38792 0.45488 0.34555
H 5.04218 0.22977 1.26160
H 3.55700 2.04488 -2.32974
H -4.32093 -2.74779 0.88844
H -0.60472 1.49257 2.05275
O 1.72654 3.56671 -0.87366
C 3.47872 1.65416 1.56043
H 2.99751 -4.60690 -0.57033
C -5.49407 -1.29508 -0.16299
O 5.10635 -2.49550 -0.04692
C 1.06755 3.96994 0.30412
O -2.26858 -1.37246 1.47965
C 5.17760 0.03817 -1.41889
C -3.32185 -0.86857 0.78303
C -4.38495 -1.73300 0.53029
C 4.37771 0.93044 0.78008
H 5.47560 0.43493 -2.39088
H -2.14794 0.93357 2.74362
C -1.10128 -0.55759 1.59563
N 4.25866 -1.07571 -1.60915
C 0.08235 -3.03384 0.15930
C 0.97597 -4.06460 -0.08432
H 6.04978 -0.34171 -0.88565
H -0.84044 -0.96354 3.68704
H 0.67084 -0.63600 2.81560
H -0.14615 -2.19555 2.63071
C 3.55140 1.94100 -1.25759
O 1.61208 3.28128 1.41018
C 2.30474 -3.80266 -0.37694
H -0.95445 -3.24396 0.37457
C -1.49721 0.89380 1.87019
H -2.58802 2.41036 0.74890
H 2.19628 -0.43029 -0.14846
H -0.00655 3.73838 0.22333
C 2.61930 2.49776 0.90077
O 0.27412 0.24756 -1.65200
H -6.31433 -1.96647 -0.35981

Calculated values
* relative energy (zero: lowest compared OMol25 entry of this formula, charge and spin): 117.25 kJ/mol
* Kohn-Sham gap: 0.319 Eh
* highest occupied orbital energy: -8.2 eV

Löwdin atomic charge list, values in e, 6 entries: H 0.137; C 0.034; C -0.460; H 0.119; C -0.196; N 0.136



[2]
A structure of composition C13H34CoO5 in a non-equilibrium geometry, computed with ωB97M-V/def2-TZVPD.

CARTESIAN COORDINATES (ANGSTROEM)
H -31.65131 -6.32450 17.87117
C -34.73489 -3.16442 20.46482
H -31.12528 -7.83102 19.42091
H -32.16030 -0.99944 20.35122
H -29.17176 -2.66144 22.89834
H -35.55581 -2.82126 19.82821
O -28.68873 -4.79280 19.01758
H -26.57710 -2.22488 22.30951
H -30.91928 -8.41583 21.12660
C -31.95511 -6.57097 20.98960
H -33.39627 -0.57725 19.14592
O -32.36329 -3.42476 20.63626
H -32.65959 -6.09730 20.30425
C -27.36090 -2.58181 21.63729
C -31.57968 -7.93084 20.40739
H -26.14620 -5.07432 18.03476
H -26.34548 -3.76506 19.26169
H -28.80854 -1.14208 22.24665
H -32.54964 -5.77320 22.99121
H -27.64487 -7.31016 18.23764
H -31.42654 -5.62155 16.31864
O -29.68221 -2.45067 20.92177
H -33.66411 -6.19473 16.63225
H -32.08575 -7.38614 23.01333
C -31.84617 -5.39182 17.31124
C -32.60748 -6.66575 22.36892
Co -30.43316 -3.92509 19.80946
H -32.41606 -3.28809 21.58898
H -33.47297 -4.41350 16.37094
H -28.56855 -4.88615 18.06088
O -31.16901 -4.36191 17.93325
C -33.18290 -1.18838 20.02099
H -34.81076 -4.25134 20.50363
H -33.62908 -7.01904 22.22794
H -27.18444 -2.27606 20.61041
C -28.79976 -2.20848 21.96633
H -35.00033 -2.75530 21.44521
H -27.30242 -3.66423 21.80654
H -32.50376 -8.45764 20.16391
H -27.08776 -7.55956 19.96227
C -26.29586 -4.83642 19.09254
H -33.89498 -0.80688 20.76305
C -33.37648 -5.23654 17.07229
O -30.82362 -5.67709 21.09111
H -33.88571 -5.20831 18.03574
C -27.74662 -7.01251 19.28777
H -27.60084 -5.44534 20.63779
C -33.39331 -2.69644 19.94855
H -28.77246 -7.34423 19.46463
C -27.56503 -5.52756 19.54530
H -25.40124 -5.09698 19.66392
H -33.29337 -2.96402 18.89548
H -30.24698 -6.10793 21.73576

Calculated values
* multiplicity: 4
* relative energy (zero: lowest compared OMol25 entry of this formula, charge and spin): 20.41 kJ/mol
* Kohn-Sham gap (alpha / beta): 0.300 / 0.298 Eh
* ⟨S²⟩: 3.756
* highest occupied orbital energy (alpha / beta): -7.7 / -7.7 eV

Löwdin atomic charge list, values in e, 6 entries: H 0.072; C -0.055; H 0.060; H 0.079; H 0.092; H 0.088



[3]
A cluster of 7 separate species, H14O7 in total, computed with ωB97M-V/def2-TZVPD.

CARTESIAN COORDINATES (ANGSTROEM)
H -2.65823 -3.56611 -0.66016
H -0.19975 1.11527 -3.74050
H -4.15281 -0.74595 2.97261
O 3.60044 -1.36932 4.25918
H 0.37209 1.77646 0.32089
H 3.02284 -2.09961 4.50827
O 1.85075 5.99192 0.27612
H -0.32984 0.56614 -5.15173
O -0.22660 0.28816 -4.23464
H 1.49537 5.36853 -0.36736
H 0.68753 -3.08927 -2.45916
H 0.99185 0.58976 1.04040
H 1.32260 -2.59783 -1.16873
O -2.18400 -2.86931 -1.12767
H -2.64134 -2.06090 -0.87018
O 0.71150 -2.33098 -1.86467
O -4.07393 -0.51435 2.04034
H 2.32765 5.43597 0.90260
O 0.29297 0.82081 0.41816
H -3.15486 -0.24056 1.94367
H 3.14781 -0.58735 4.59480

Calculated values
* relative energy (zero: lowest compared OMol25 entry of this formula, charge and spin): 245.17 kJ/mol
* Kohn-Sham gap: 0.389 Eh
* highest occupied orbital energy: -10.6 eV

Löwdin atomic charge list, values in e, 6 entries: H 0.030; H 0.029; H 0.033; O -0.063; H 0.025; H 0.033



[4]
A structure of composition C29H25AuN5O3S, computed with ωB97M-V/def2-TZVPD.

CARTESIAN COORDINATES (ANGSTROEM)
H -0.59009 -3.69905 0.21972
C -1.27338 3.05301 -3.72627
N -3.84876 5.43292 -3.80853
C 0.37116 1.75683 0.99005
S 1.40820 -2.62041 -1.20340
C 3.01313 0.65800 -2.25403
H -4.36444 0.03496 4.48244
H 3.23188 0.78005 3.39852
H -0.44326 2.04186 0.33664
H 1.00957 -0.31123 3.60078
N -1.10975 0.17087 2.09005
C 1.25783 -2.96572 0.47395
H 4.29736 0.43281 -4.62972
H 0.67896 -3.99552 4.17056
C 2.84868 -0.74101 -5.74643
C 2.64626 2.00395 1.73220
C -0.10154 -3.92328 2.20041
O 4.10916 1.13994 -2.13321
C -2.75521 -1.33954 1.98922
H 1.19876 -1.89504 -6.52464
C 2.24031 -2.70307 1.44066
N 0.13124 -3.56610 0.91843
C 2.43104 1.05039 2.72243
C 1.62088 2.35107 0.86767
C 0.88729 -1.29100 -4.50066
H -2.56143 1.89311 4.24910
H -3.82625 2.82318 -1.50954
H 2.81948 -2.88815 3.47978
C 3.34164 -0.07258 -4.63776
H -0.81101 1.86820 4.00446
H -0.08859 -1.74564 -4.38758
C 1.19419 0.43817 2.83862
C 0.84999 -3.69801 3.14660
C -3.77657 -0.87258 4.32837
C 1.60816 -1.36182 -5.67794
O 2.10942 0.75687 -1.28584
H -4.46059 -1.68849 4.10964
H -2.51504 0.86402 -0.79852
N -1.79886 0.17597 3.29331
H 3.42531 -0.78007 -6.66137
H -0.94049 3.66620 -4.55408
H 3.61485 2.47879 1.63866
N 1.38120 -0.64516 -3.44432
C -0.95079 1.16852 -2.24933
C -1.66007 -0.78693 1.27313
C -2.45645 3.37026 -3.06535
Au 0.25084 -0.37180 -1.51503
H 3.14537 -2.20959 1.11664
H -3.42915 -2.09236 1.61477
C 2.57294 -0.04909 -3.49161
C -2.89746 2.57963 -2.00905
C -1.67301 1.26202 4.25853
H 1.78775 3.08680 0.09211
C 2.04300 -3.07526 2.74837
H 0.39537 1.73835 -3.84650
C -2.81009 -0.70726 3.20515
H -1.52814 0.85258 5.25580
C -2.14614 1.48644 -1.60581
O -1.21312 -1.11146 0.14038
H -3.25496 -1.09255 5.26154
C 0.17129 0.79852 1.96888
H -1.05251 -4.39233 2.40675
C -0.52362 1.95798 -3.31741
C -3.23174 4.51982 -3.48040

Calculated values
* charge: +1
* multiplicity: 3
* Kohn-Sham gap (alpha / beta): 0.276 / 0.215 Eh
* ⟨S²⟩: 2.013
* highest occupied orbital energy (alpha / beta): -10.6 / -11.2 eV

Löwdin atomic charge list, values in e, 6 entries: H 0.147; C -0.025; N 0.164; C -0.026; S 0.651; C -0.537